(1)
Entry from the OMol25 dataset: C16H19N4O2RhS2 as an isolated structure in a non-equilibrium geometry (wB97M-V/def2-TZVPD).

The geometry in ORCA input format:
```
! RIJCOSX wB97M-V def2-TZVPD def2/J DEFGRID3
* xyz 2 1
Rh -0.1122 -0.0704 0.0961
C -1.3728 2.2642 0.5019
C 0.0189 2.4355 0.6241
C 0.7269 1.7377 1.6047
C 0.0778 0.7229 2.3195
C -1.3152 0.5363 2.1677
C -2.0526 1.3553 1.3089
H -1.9153 2.8729 -0.2113
H 0.5254 3.1595 0.0002
H 1.7864 1.8973 1.7443
H 0.6208 0.1279 3.0417
H -1.8149 -0.2188 2.7612
H -3.1248 1.2386 1.2348
O 3.9671 -3.5499 0.0771
C 4.5982 -2.3657 -0.0559
C 5.9849 -2.2938 -0.1660
C 6.6134 -1.0757 -0.3161
C 5.8748 0.1050 -0.3644
C 4.5055 0.0434 -0.2554
C 3.8393 -1.1820 -0.0933
C 2.3858 -1.1823 0.0363
O 1.8002 0.0011 -0.1969
N 1.6947 -2.2235 0.3607
N 0.3255 -1.9644 0.3850
C -0.4285 -3.0191 0.4830
S -2.1562 -2.9134 0.6341
C -2.4225 -4.7023 0.4269
C -1.2479 -5.4143 1.0650
S 0.2887 -4.5860 0.5599
H 4.6211 -4.2613 0.0793
H 6.5656 -3.2079 -0.1344
H 7.6915 -1.0443 -0.3981
H 6.3715 1.0564 -0.4861
H 3.9230 0.9521 -0.2993
H -2.5090 -4.9281 -0.6340
H -3.3610 -4.9419 0.9245
H -1.1869 -6.4480 0.7271
H -1.3070 -5.4000 2.1522
N -0.5562 -0.4796 -1.8063
N -1.9555 -0.3329 -1.5500
H -0.2072 0.1168 -2.5568
H -0.3366 -1.4525 -2.0236
H -2.5299 -1.0801 -1.9269
H -2.2857 0.5736 -1.8622
*
```

Output
**HOMO level**: -13.47 eV
**Orbital gap**: 5.9 eV
**Energy relative to the best compared isomer or geometry (same formula, charge and spin)**: 0.0000 eV
**Energy**: -51617.399 eV

=====

(2)
Entry from the OMol25 dataset: a 2-piece molecular cluster, CH4IOP overall in a non-equilibrium geometry (wB97M-V/def2-TZVPD).

The geometry in ORCA input format:
```
! RIJCOSX wB97M-V def2-TZVPD def2/J DEFGRID3
* xyz 0 1
C 0.4936 -0.8049 0.7388
O 0.7094 0.3970 0.5032
P 1.2779 1.3453 -0.6624
I -3.0549 0.1332 -0.0460
H 0.5398 -0.9314 1.7864
H 0.6365 -1.5755 0.0747
H 1.4408 0.4166 -1.6018
H -2.0431 1.0197 -0.7929
*
```

Output
**HOMO level (alpha / beta)**: -7.71 / -7.89 eV
**Orbital gap (alpha / beta)**: 7.1 / 8.2 eV
**Energy relative to the best compared isomer or geometry (same formula, charge and spin)**: 3.5561 eV
**Energy**: -20535.120 eV

=====

(3)
Entry from the OMol25 dataset: one molecule with the formula C13H19N3O8 in a non-equilibrium geometry (wB97M-V/def2-TZVPD).

The geometry in ORCA input format:
```
! RIJCOSX wB97M-V def2-TZVPD def2/J DEFGRID3
* xyz 0 1
C 2.9835 0.8308 0.5748
C 1.5102 0.5818 0.5815
N 0.9612 -0.3765 1.2981
O 1.7755 -1.1901 2.1700
C 1.3693 -2.5554 2.1390
C 0.0301 -2.8659 2.8186
O -0.2401 -4.0275 3.1390
N -0.9041 -1.8842 2.9894
C -2.2441 -2.0531 3.5514
C -3.1504 -0.8272 3.4521
O -2.6792 0.1992 2.9962
O -4.3734 -0.8906 3.9785
C 0.5173 1.3450 -0.3032
C 0.9902 2.7232 -0.7372
N -0.0395 3.0256 -1.7509
C -0.3576 1.7595 -2.4640
C -1.8622 1.5800 -2.7841
O -2.2114 0.5128 -3.3139
O -2.7058 2.6061 -2.5248
C 0.1984 0.5830 -1.6074
C 1.4076 -0.1147 -2.3229
C 1.0862 -0.8962 -3.5774
O 0.6577 -2.0322 -3.4497
O 1.3111 -0.3165 -4.7852
H 3.5644 -0.0925 0.6057
H 3.3540 1.2883 -0.3204
H 3.2436 1.4399 1.4257
H 1.2437 -2.9045 1.1089
H 2.1923 -3.1706 2.5544
H -0.6917 -0.9203 2.6037
H -2.1835 -2.3285 4.6112
H -2.7150 -2.8584 2.9783
H -4.7822 -0.0183 3.8461
H -0.4150 1.4484 0.2688
H 2.0064 2.6825 -1.2129
H 1.0173 3.4890 0.0588
H -0.8795 3.4098 -1.3075
H 0.2194 1.8163 -3.4253
H -3.5545 2.3495 -2.8961
H -0.5735 -0.1638 -1.4054
H 2.1606 0.6517 -2.5239
H 1.8376 -0.8741 -1.6417
H 0.9249 -0.9614 -5.3962
*
```

Output
**HOMO level**: -9.29 eV
**Orbital gap**: 9.7 eV
**Energy relative to the best compared isomer or geometry (same formula, charge and spin)**: 0.2966 eV
**SMILES**: C/C(=N\OCC(=O)NCC(=O)O)[C@H]1CN[C@H](C(=O)O)[C@H]1CC(=O)O
**Energy**: -34638.710 eV